Below is 11 unconnected molecules or ions with the total composition C30H85N11O14 in a non-equilibrium geometry, with properties calculated with ωB97M-V/def2-TZVPD.

Each atom is followed by the atoms it is bonded to, with distances in Å.
CARTESIAN COORDINATES (ANGSTROEM)
1 C -13.438 -16.095 -27.391  O2 1.229, N3 1.343, N4 1.357
2 O -14.138 -15.115 -27.145  C1 1.229
3 N -13.450 -17.188 -26.610  C1 1.343, H5 1.010, H6 1.010
4 N -12.687 -16.255 -28.510  C1 1.357, H7 1.010, H8 1.010
5 H -13.983 -17.339 -25.766  N3 1.010
6 H -12.650 -17.795 -26.719  N3 1.010
7 H -12.608 -15.526 -29.204  N4 1.010
8 H -11.929 -16.920 -28.575  N4 1.010
9 C -14.879 -20.488 -25.006  O10 1.245, N11 1.307, N12 1.324
10 O -13.754 -19.984 -24.823  C9 1.245
11 N -15.433 -20.839 -26.137  C9 1.307, H13 1.010, H14 1.010
12 N -15.603 -20.996 -24.021  C9 1.324, H15 1.010, H16 1.010
13 H -16.214 -21.477 -26.190  N11 1.010
14 H -14.864 -20.703 -26.960  N11 1.010
15 H -16.434 -21.568 -24.073  N12 1.010
16 H -15.157 -20.816 -23.133  N12 1.010
17 C -10.398 -18.054 -33.204  O18 1.206, N19 1.303, N20 1.295
18 O -9.772 -18.947 -32.690  C17 1.206
19 N -10.714 -18.018 -34.468  C17 1.303, H21 1.010, H22 1.010
20 N -10.795 -17.068 -32.465  C17 1.295, H23 1.010, H24 1.010
21 H -11.002 -17.158 -34.912  N19 1.010
22 H -10.408 -18.799 -35.030  N19 1.010
23 H -11.300 -16.338 -32.949  N20 1.010
24 H -10.685 -17.129 -31.463  N20 1.010
25 C -14.606 -17.211 -33.855  O26 1.222, N27 1.263, N28 1.341
26 O -14.027 -16.134 -33.863  C25 1.222
27 N -14.143 -18.283 -33.376  C25 1.263, H29 1.010, H30 1.010
28 N -15.720 -17.575 -34.508  C25 1.341, H31 1.010, H32 1.010
29 H -14.543 -19.199 -33.527  N27 1.010
30 H -13.238 -18.297 -32.927  N27 1.010
31 H -15.795 -18.579 -34.581  N28 1.010
32 H -16.238 -16.930 -35.087  N28 1.010
33 C -17.812 -16.266 -25.913  C34 1.548, H36 1.090, H37 1.090, H38 1.090
34 C -18.622 -17.356 -26.656  C33 1.548, O35 1.425, H39 1.090, H40 1.090
35 O -19.779 -16.772 -27.246  C34 1.425, H41 0.960
36 H -17.304 -15.397 -26.332  C33 1.090
37 H -16.996 -16.775 -25.400  C33 1.090
38 H -18.511 -15.846 -25.190  C33 1.090
39 H -19.023 -17.987 -25.863  C34 1.090
40 H -18.005 -17.849 -27.408  C34 1.090
41 H -20.588 -16.993 -26.777  O35 0.960
42 C -13.835 -9.420 -29.200  C43 1.542, H45 1.090, H46 1.090, H47 1.090
43 C -12.641 -9.862 -30.070  C42 1.542, O44 1.417, H48 1.090, H49 1.090
44 O -11.391 -9.353 -29.641  C43 1.417, H50 0.960
45 H -14.579 -10.217 -29.170  C42 1.090
46 H -14.335 -8.510 -29.530  C42 1.090
47 H -13.527 -9.184 -28.182  C42 1.090
48 H -12.855 -9.701 -31.126  C43 1.090
49 H -12.587 -10.941 -29.923  C43 1.090
50 H -10.762 -9.538 -30.342  O44 0.960
51 C -16.185 -15.106 -31.123  C52 1.619, H54 1.090, H55 1.090, H56 1.090
52 C -17.237 -14.568 -30.017  C51 1.619, O53 1.411, H57 1.090, H58 1.090
53 O -17.844 -13.320 -30.270  C52 1.411, H59 0.960
54 H -15.809 -16.050 -30.729  C51 1.090
55 H -15.338 -14.420 -31.161  C51 1.090
56 H -16.617 -15.412 -32.076  C51 1.090
57 H -16.751 -14.582 -29.041  C52 1.090
58 H -18.027 -15.313 -29.928  C52 1.090
59 H -18.030 -13.348 -31.211  O53 0.960
60 C -9.044 -13.037 -32.350  C61 1.601, H63 1.090, H64 1.090, H65 1.090
61 C -8.504 -13.170 -33.852  C60 1.601, O62 1.354, H66 1.090, H67 1.090
62 O -7.236 -12.696 -33.880  C61 1.354, H68 0.960
63 H -10.080 -13.372 -32.387  C60 1.090
64 H -9.106 -12.009 -31.992  C60 1.090
65 H -8.462 -13.675 -31.685  C60 1.090
66 H -9.126 -12.525 -34.471  C61 1.090
67 H -8.447 -14.200 -34.205  C61 1.090
68 H -6.896 -13.004 -33.037  O62 0.960
69 C -15.041 -11.510 -26.250  O70 1.407, H78 1.090, H79 1.090, H80 1.090
70 O -14.911 -10.700 -25.107  C69 1.407, C71 1.434
71 C -13.633 -10.124 -24.808  O70 1.434, C72 1.505, H81 1.090, H82 1.090
72 C -12.636 -11.202 -24.480  C71 1.505, N73 1.505, H83 1.090, H84 1.090
73 N -12.993 -11.678 -23.096  C72 1.505, C74 1.434, H85 1.010
74 C -12.251 -12.835 -22.690  N73 1.434, C75 1.598, H86 1.090, H87 1.090
75 C -12.892 -14.153 -23.325  C74 1.598, O76 1.407, H88 1.090, H89 1.090
76 O -14.255 -14.353 -23.038  C75 1.407, C77 1.450
77 C -14.820 -15.555 -23.620  O76 1.450, H90 1.090, H91 1.090, H92 1.090
78 H -15.631 -10.916 -26.948  C69 1.090
79 H -15.692 -12.333 -25.954  C69 1.090
80 H -14.141 -11.796 -26.795  C69 1.090
81 H -13.827 -9.334 -24.082  C71 1.090
82 H -13.255 -9.478 -25.600  C71 1.090
83 H -11.639 -10.765 -24.447  C72 1.090
84 H -12.580 -12.049 -25.164  C72 1.090
85 H -13.951 -11.995 -23.113  N73 1.010
86 H -12.243 -12.752 -21.603  C74 1.090
87 H -11.184 -12.756 -22.898  C74 1.090
88 H -12.328 -15.024 -22.991  C75 1.090
89 H -12.693 -14.247 -24.392  C75 1.090
90 H -14.366 -16.450 -23.194  C77 1.090
91 H -14.820 -15.463 -24.707  C77 1.090
92 H -15.857 -15.581 -23.286  C77 1.090
93 C -15.324 -20.424 -29.663  O94 1.434, H102 1.090, H103 1.090, H104 1.090
94 O -14.381 -20.931 -28.709  C93 1.434, C95 1.423
95 C -13.115 -20.283 -28.668  O94 1.423, C96 1.502, H105 1.090, H106 1.090
96 C -12.131 -20.933 -27.738  C95 1.502, N97 1.476, H107 1.090, H108 1.090
97 N -11.636 -19.924 -26.781  C96 1.476, C98 1.485, H109 1.010
98 C -10.282 -20.237 -26.257  N97 1.485, C99 1.518, H110 1.090, H111 1.090
99 C -9.762 -19.016 -25.520  C98 1.518, O100 1.439, H112 1.090, H113 1.090
100 O -8.338 -19.157 -25.363  C99 1.439, C101 1.385
101 C -7.421 -18.127 -25.486  O100 1.385, H114 1.090, H115 1.090, H116 1.090
102 H -15.664 -19.448 -29.315  C93 1.090
103 H -16.227 -21.030 -29.734  C93 1.090
104 H -14.753 -20.342 -30.588  C93 1.090
105 H -13.240 -19.235 -28.395  C95 1.090
106 H -12.694 -20.351 -29.671  C95 1.090
107 H -11.304 -21.357 -28.309  C96 1.090
108 H -12.572 -21.830 -27.302  C96 1.090
109 H -12.258 -19.920 -25.986  N97 1.010
110 H -9.628 -20.569 -27.064  C98 1.090
111 H -10.396 -21.087 -25.585  C98 1.090
112 H -10.081 -18.842 -24.492  C99 1.090
113 H -9.948 -18.135 -26.134  C99 1.090
114 H -7.531 -17.722 -24.480  C101 1.090
115 H -7.644 -17.387 -26.255  C101 1.090
116 H -6.429 -18.517 -25.712  C101 1.090
117 C -9.630 -18.392 -29.069  O118 1.415, H126 1.090, H127 1.090, H128 1.090
118 O -9.929 -17.073 -29.484  C117 1.415, C119 1.496
119 C -8.758 -16.184 -29.761  O118 1.496, C120 1.563, H129 1.090, H130 1.090
120 C -9.183 -14.887 -29.000  C119 1.563, N121 1.464, H131 1.090, H132 1.090
121 N -9.031 -15.003 -27.548  C120 1.464, C122 1.502, H133 1.010
122 C -9.541 -13.842 -26.744  N121 1.502, C123 1.539, H134 1.090, H135 1.090
123 C -9.034 -13.924 -25.293  C122 1.539, O124 1.375, H136 1.090, H137 1.090
124 O -9.496 -15.101 -24.751  C123 1.375, C125 1.471
125 C -9.072 -15.304 -23.357  O124 1.471, H138 1.090, H139 1.090, H140 1.090
126 H -8.813 -18.356 -28.348  C117 1.090
127 H -9.224 -18.903 -29.941  C117 1.090
128 H -10.553 -18.926 -28.843  C117 1.090
129 H -8.751 -15.964 -30.828  C119 1.090
130 H -7.800 -16.481 -29.334  C119 1.090
131 H -10.209 -14.605 -29.238  C120 1.090
132 H -8.687 -14.002 -29.398  C120 1.090
133 H -9.502 -15.781 -27.108  N121 1.010
134 H -10.619 -13.754 -26.880  C122 1.090
135 H -9.162 -12.976 -27.286  C122 1.090
136 H -9.445 -13.074 -24.749  C123 1.090
137 H -7.958 -14.011 -25.140  C123 1.090
138 H -8.027 -15.527 -23.140  C125 1.090
139 H -9.516 -16.118 -22.784  C125 1.090
140 H -9.211 -14.412 -22.746  C125 1.090

Values from the calculation:
* gap between HOMO and LUMO: 8.35 eV
* energy relative to the best compared isomer or geometry (same formula, charge and spin): 82.07 kcal/mol
* maximum force: 8.091 eV Å⁻¹
* HOMO level: -8.2 eV
* E_LUMO: 0.15 eV

Results of the Löwdin charge analysis, in e, for atoms 1 through 2: -0.69 0.00